<one>
C5H6O2S | ωB97M-V/def2-TZVPD

```
14
Properties=species:S:1:pos:R:3
O 1.30 2.18 0.09
C 0.73 1.07 0.02
C 0.44 -0.08 1.03
C -1.15 -0.02 1.14
S -1.69 0.71 -0.43
C 0.04 0.50 -1.09
C 0.47 -0.98 -1.10
O 0.75 -1.29 0.22
H 0.99 -0.11 1.92
H -1.37 0.63 1.98
H -1.55 -0.99 1.43
H 0.12 0.90 -2.00
H -0.47 -1.57 -1.48
H 1.39 -0.96 -1.74
```

Computed properties:
spin multiplicity = 1
frontier orbital gap = 9.48 eV

Calculated atomic charges, method natural (NBO), unit e: O -0.50; C 0.54; C 0.00; C -0.55; S 0.23; C -0.44; C -0.07; O -0.52; H 0.22; H 0.22; H 0.23; H 0.24; H 0.19; H 0.19

<two>
C5H6O2S | ωB97M-V/def2-TZVPD

```
14
Properties=species:S:1:pos:R:3
C 3.14 -0.13 -0.17
C 1.83 -0.04 0.14
C 1.05 1.21 -0.14
O -0.32 1.19 0.37
C -1.06 0.05 0.06
S -2.68 -0.10 -0.06
O -0.19 -0.92 -0.59
C 0.88 -1.15 0.46
H 3.91 0.53 -0.47
H 3.50 -1.22 -0.17
H 1.03 1.54 -1.29
H 1.56 2.13 0.37
H 1.59 -2.12 0.48
H 0.32 -1.00 1.60
```

Computed properties:
spin multiplicity = 1
frontier orbital gap = 9.24 eV

Calculated atomic charges, method natural (NBO), unit e: C -0.37; C -0.07; C -0.12; O -0.51; C 0.43; S 0.01; O -0.54; C -0.13; H 0.22; H 0.19; H 0.22; H 0.22; H 0.24; H 0.22

Relative energies in eV: <one> 0.000; <two> 1.737

<one>
C5H6O2S | ωB97M-V/def2-TZVPD

```
14
Properties=species:S:1:pos:R:3
O 0.26 -1.65 2.09
C 0.18 -1.04 1.06
C -0.71 -1.12 -0.04
C -0.36 0.45 -0.36
C -0.07 0.70 -1.76
S -1.22 0.69 -2.92
C 0.85 0.29 0.63
O 0.96 1.31 1.52
H -1.81 -1.31 0.03
H -0.29 -1.64 -0.91
H -1.04 1.22 0.10
H 0.94 1.03 -2.06
H 1.92 -0.07 0.26
H 0.39 1.13 2.36
```

Computed properties:
spin multiplicity = 1
frontier orbital gap = 8.35 eV

Calculated atomic charges, method natural (NBO), unit e: O -0.50; C 0.54; C -0.50; C -0.33; C -0.25; S 0.05; C 0.01; O -0.70; H 0.26; H 0.26; H 0.26; H 0.21; H 0.20; H 0.49

<two>
C5H6O2S | ωB97M-V/def2-TZVPD

```
14
Properties=species:S:1:pos:R:3
S 1.00 -2.50 1.09
C 0.44 -1.21 0.36
O -0.76 -0.68 0.55
C -1.08 0.65 0.04
C -0.24 1.73 0.58
C 0.46 2.26 -0.43
C 0.06 1.69 -1.81
O -1.01 0.75 -1.34
H 1.09 -0.64 -0.28
H -2.15 0.81 0.27
H -0.17 1.92 1.62
H 1.26 2.98 -0.34
H -0.57 2.46 -2.40
H 0.86 1.21 -2.44
```

Computed properties:
spin multiplicity = 1
frontier orbital gap = 9.32 eV

Calculated atomic charges, method natural (NBO), unit e: S -0.03; C 0.03; O -0.50; C 0.34; C -0.25; C -0.18; C -0.12; O -0.53; H 0.16; H 0.19; H 0.23; H 0.22; H 0.21; H 0.21

Relative energies in eV: <one> 0.643; <two> 0.000